P) # C4H7F

One molecule with the formula C4H7F (ωB97M-V/def2-TZVPD, the Open Molecules 2025 dataset).

Calculated values
SMILES string	C/C=C(\C)F
HOMO-LUMO gap	9.875	eV
multiplicity	1
LUMO energy	1.011	eV

Positions of all 12 atoms, in Å:
C -2.078 0.228 0.112
C -0.759 -0.378 -0.242
C 0.421 -0.055 -0.027
C 1.165 1.188 -0.031
H -2.508 -0.477 0.811
H -2.692 -0.100 -0.748
H -2.320 1.181 0.690
H -1.022 -1.321 -0.706
H 1.304 1.523 0.985
H 2.217 0.887 -0.447
H 0.726 1.919 -0.827
F 1.311 -1.056 0.152

=====

Q) # C4H7F

One molecule with the formula C4H7F (ωB97M-V/def2-TZVPD, the Open Molecules 2025 dataset).

Calculated values
SMILES string	CC(C)=CF
HOMO-LUMO gap	9.991	eV
multiplicity	1
LUMO energy	1.006	eV

Positions of all 12 atoms, in Å:
C 1.347 0.174 -1.187
C 0.272 -0.082 -0.326
C -0.372 -1.449 -0.472
C -0.102 0.767 0.661
H 2.216 -0.318 -0.605
H 1.517 1.269 -1.418
H 1.372 -0.005 -2.339
H -0.756 -1.662 -1.447
H 0.278 -2.389 -0.407
H -1.158 -1.476 0.174
H 0.455 1.775 0.867
F -1.200 0.705 1.457

=====

Most stable: Q)

=====

P) # C2H2O2S

One molecule with the formula C2H2O2S (ωB97M-V/def2-TZVPD, the Open Molecules 2025 dataset).

Calculated values
SMILES string	O=C(O)C=S
HOMO-LUMO gap	8.109	eV
multiplicity	1
LUMO energy	-1.148	eV

Positions of all 7 atoms, in Å:
C 0.445 0.539 -0.490
C -0.552 0.192 0.535
H 0.926 2.087 -1.467
H -1.070 0.940 1.414
O 0.179 1.778 -0.875
O 1.433 -0.013 -0.812
S -0.757 -1.346 0.830

=====

Q) # C2H2O2S

C2H2O2S as an isolated structure (ωB97M-V/def2-TZVPD, the Open Molecules 2025 dataset).

Calculated values
HOMO-LUMO gap	9.165	eV
multiplicity	1
LUMO energy	-1.009	eV

Positions of all 7 atoms, in Å:
C -0.273 0.272 -0.008
C 1.095 -0.601 0.077
H -2.306 1.005 0.239
H 1.275 -1.926 0.243
O -0.153 1.475 -0.065
O 2.139 0.081 -0.290
S -1.776 -0.307 -0.196

=====

Most stable: P)

=====

P) # C6H11Br2

A 2-piece molecular cluster, C6H11Br2 overall (ωB97M-V/def2-TZVPD, the Open Molecules 2025 dataset).

Calculated values
HOMO-LUMO gap (spin up / spin down)	9.641 / 5.229	eV
multiplicity	2
LUMO energy (spin up / spin down)	0.819 / -3.582	eV

Positions of all 19 atoms, in Å:
Br -2.520 -0.085 3.617
Br 1.184 -0.357 0.285
C -2.242 1.281 -0.391
C -2.468 -0.161 -0.103
C -1.540 -1.112 -0.340
C -1.813 -2.519 0.067
C -0.207 -0.814 -0.986
C -3.803 -0.530 0.458
H -3.173 1.802 -0.158
H -1.437 1.717 0.210
H -2.013 1.451 -1.448
H -1.051 -3.201 -0.308
H -1.891 -2.612 1.159
H -2.774 -2.853 -0.351
H 0.146 -1.713 -1.482
H -0.278 -0.001 -1.705
H -4.442 0.360 0.459
H -4.281 -1.324 -0.137
H -3.726 -0.860 1.510

=====

Q) # C6H11Br2

A 2-piece molecular cluster, C6H11Br2 overall (ωB97M-V/def2-TZVPD, the Open Molecules 2025 dataset).

Calculated values
HOMO-LUMO gap (spin up / spin down)	4.645 / 7.284	eV
multiplicity	2
LUMO energy (spin up / spin down)	-2.112 / -1.930	eV

Positions of all 19 atoms, in Å:
Br 1.452 -1.393 1.918
Br -0.234 -2.948 1.181
C 1.232 -0.513 -1.370
C 0.502 0.356 -0.408
C -0.839 0.047 -0.111
C -1.607 0.859 0.910
C -1.439 -1.084 -0.649
C 1.217 1.476 0.240
H 2.274 -0.191 -1.515
H 1.300 -1.553 -0.994
H 0.709 -0.498 -2.346
H -2.651 0.559 1.038
H -1.139 0.738 1.891
H -1.618 1.931 0.681
H -2.459 -1.304 -0.337
H -0.974 -1.791 -1.351
H 2.251 1.534 -0.104
H 0.725 2.429 -0.001
H 1.298 1.345 1.328

=====

Most stable: P)

=====

P) # C3H15N2O3

A 4-piece molecular cluster, C3H15N2O3 overall (ωB97M-V/def2-TZVPD, the Open Molecules 2025 dataset).

Calculated values
HOMO-LUMO gap	9.308	eV
multiplicity	1
charge	+1
LUMO energy	-2.977	eV

Positions of all 23 atoms, in Å:
C -1.332 2.420 1.971
C -0.788 1.097 1.330
C 0.040 1.233 0.257
N 0.538 -0.022 -0.362
N -1.072 -0.186 1.829
H -0.502 3.139 2.269
H -1.951 2.211 2.906
H -1.986 3.054 1.300
H 0.478 2.249 0.136
H 0.937 0.076 -1.307
H -0.156 -0.734 -0.413
H 1.332 -0.498 0.263
H -1.682 -0.151 2.589
H -1.194 -0.944 1.112
H -2.185 -2.332 -1.282
H -3.207 -1.306 -1.368
O -2.243 -1.378 -1.182
H 2.359 -0.357 -3.548
H 3.183 0.919 -3.522
O 2.264 0.595 -3.169
H 2.183 -3.530 0.597
H 2.709 -2.881 -0.614
O 2.275 -2.672 0.208

=====

Q) # C3H15N2O3

A 4-piece molecular cluster, C3H15N2O3 overall (ωB97M-V/def2-TZVPD, the Open Molecules 2025 dataset).

Calculated values
HOMO-LUMO gap	11.655	eV
multiplicity	1
charge	+1
LUMO energy	-2.539	eV

Positions of all 23 atoms, in Å:
C 0.740 -0.390 -2.423
C -0.489 0.452 -2.028
N 0.368 2.414 0.986
C -0.031 1.484 0.125
N -0.134 1.608 -1.181
H 1.448 0.209 -3.091
H 1.221 -0.755 -1.536
H 0.447 -1.279 -3.040
H -1.019 0.933 -2.975
H -1.191 -0.158 -1.466
H 0.621 3.368 0.639
H 0.449 2.167 1.969
H -0.260 0.527 0.581
H 0.190 2.462 -1.660
H -0.676 -1.826 1.193
H -1.830 -1.426 2.153
O -0.993 -1.065 1.703
H -0.008 0.086 2.945
H 0.622 0.795 4.161
O 0.480 0.893 3.210
H 0.714 -3.607 0.252
H -0.634 -3.793 -0.475
O -0.037 -3.101 -0.041

=====

Most stable: Q)

=====

P) # C23H17BrClN5O9SSc

C23H17BrClN5O9SSc as an isolated structure (ωB97M-V/def2-TZVPD, the Open Molecules 2025 dataset).

Calculated values
HOMO-LUMO gap	8.213	eV
multiplicity	1
charge	-1
LUMO energy	2.217	eV

Positions of all 58 atoms, in Å:
Sc -0.119 0.522 -0.264
O -3.682 -1.377 -2.625
C -2.722 -0.608 -2.113
O -1.563 -0.928 -2.040
C -3.177 0.750 -1.696
C -4.314 1.376 -2.167
C -4.521 2.700 -1.795
C -3.599 3.332 -0.979
C -2.506 2.605 -0.536
N -2.312 1.345 -0.891
C -1.411 3.176 0.349
O -1.362 4.387 0.514
O -0.635 2.271 0.811
H -3.279 -2.243 -2.791
H -5.000 0.846 -2.812
H -5.392 3.234 -2.155
H -3.696 4.365 -0.678
C 5.215 0.789 1.281
C 3.859 0.802 1.931
C 3.557 1.618 3.012
C 2.282 1.617 3.544
C 1.335 0.797 2.951
Br -0.376 0.708 3.768
N 1.572 0.045 1.890
C 2.824 0.045 1.417
H 6.010 0.929 2.015
H 5.288 1.590 0.543
H 5.389 -0.152 0.758
H 4.321 2.257 3.442
H 2.014 2.229 4.393
H 2.981 -0.578 0.545
C 1.287 4.016 -1.667
S 1.465 2.273 -1.736
O 0.114 1.716 -2.056
O 2.481 1.986 -2.706
O 1.750 1.802 -0.364
H 0.875 4.336 -2.624
H 2.288 4.422 -1.530
H 0.630 4.293 -0.843
Cl 0.193 -7.107 2.274
C -0.440 -5.532 1.851
C -1.796 -5.396 1.598
C -2.289 -4.146 1.256
C -1.440 -3.049 1.177
C -0.085 -3.206 1.443
C 0.424 -4.453 1.778
C -1.991 -1.703 0.780
O -3.154 -1.612 0.409
O -1.147 -0.726 0.861
H -2.447 -6.257 1.665
H -3.341 -4.001 1.046
H 0.564 -2.342 1.380
H 1.478 -4.590 1.980
N 1.146 -1.034 -0.984
C 1.422 -1.587 -1.984
N 1.795 -2.293 -2.958
C 1.655 -2.147 -4.255
N 1.579 -2.116 -5.411

=====

Q) # C23H17BrClN5O9SSc

C23H17BrClN5O9SSc as an isolated structure (ωB97M-V/def2-TZVPD, the Open Molecules 2025 dataset).

Calculated values
HOMO-LUMO gap	8.314	eV
multiplicity	1
charge	-1
LUMO energy	2.092	eV

Positions of all 58 atoms, in Å:
Sc -0.067 0.237 -0.151
O -3.873 -1.703 0.978
C -2.778 -0.981 0.858
O -1.853 -1.297 0.134
C -2.660 0.211 1.750
C -3.667 0.767 2.514
C -3.386 1.948 3.188
C -2.138 2.535 3.055
C -1.198 1.912 2.249
N -1.459 0.765 1.642
C 0.155 2.511 1.864
O 0.538 3.523 2.435
O 0.745 1.881 0.918
H -3.862 -2.393 0.296
H -4.641 0.300 2.544
H -4.153 2.426 3.783
H -1.876 3.463 3.542
C 1.516 5.444 -0.351
C 1.955 4.225 -1.103
C 3.281 3.979 -1.415
C 3.639 2.794 -2.035
C 2.639 1.865 -2.266
Br 3.119 0.237 -3.112
N 1.357 2.062 -1.990
C 1.033 3.244 -1.459
H 2.254 6.244 -0.408
H 1.379 5.166 0.696
H 0.555 5.808 -0.718
H 4.041 4.717 -1.183
H 4.656 2.585 -2.333
H -0.028 3.417 -1.323
C -3.074 2.408 -2.678
S -2.804 1.783 -1.021
O -2.975 2.891 -0.110
O -3.739 0.692 -0.830
O -1.383 1.319 -1.072
H -4.146 2.479 -2.841
H -2.613 1.710 -3.373
H -2.598 3.384 -2.726
Cl 7.613 -0.663 1.467
C 5.898 -0.939 1.554
C 5.412 -1.957 2.357
C 4.046 -2.179 2.410
C 3.171 -1.392 1.672
C 3.682 -0.368 0.885
C 5.045 -0.134 0.819
C 1.677 -1.665 1.759
O 1.284 -2.513 2.540
O 0.910 -0.968 0.984
H 6.098 -2.567 2.930
H 3.636 -2.971 3.023
H 2.996 0.259 0.339
H 5.444 0.664 0.210
N 0.319 -0.859 -1.886
C -0.440 -1.654 -2.314
N -1.166 -2.484 -2.916
C -2.242 -3.137 -2.585
N -3.205 -3.747 -2.361

=====

Most stable: P)